Below is 5 unconnected molecules or ions with the total composition C56H120F6O4P3 in a non-equilibrium geometry, with properties calculated with ωB97M-V/def2-TZVPD.

```
189
Properties=species:S:1:pos:R:3:forces:R:3
C 15.315153 3.058843 -15.277322 -0.5 1.2 1.2
C 14.982907 4.478018 -14.709583 0.7 -0.4 -0.5
C 15.332262 4.688442 -13.207606 0.4 -0.6 -1.1
C 16.848305 4.477634 -12.882909 -0.5 0.7 0.3
P 17.322365 4.998943 -11.196738 -0.6 -1.3 0.5
C 17.055623 3.482096 -10.129029 -0.2 0.1 -1.0
C 15.646436 2.785523 -9.981912 0.4 0.5 0.8
C 15.800862 1.663049 -8.941145 -1.0 0.1 0.3
C 14.451002 0.953286 -8.619659 1.7 -0.2 -0.7
C 16.238209 6.310948 -10.592142 0.3 -0.1 -0.5
C 16.262919 6.465851 -9.094623 0.1 0.2 1.2
C 15.435248 7.686937 -8.617050 -0.3 -0.7 -0.3
C 15.652931 8.048070 -7.169763 0.6 -0.6 1.1
C 19.082548 5.533187 -11.078097 -1.4 -0.2 0.5
C 19.455620 6.856872 -11.736287 0.7 -0.6 -0.3
C 20.995242 6.888229 -11.713270 0.1 0.0 -0.7
C 21.626102 8.065367 -12.434804 -0.1 0.1 0.1
H 16.300980 2.782013 -14.903674 0.2 -0.1 -0.5
H 15.269543 3.158306 -16.361813 0.1 -0.6 0.1
H 14.608166 2.341808 -14.860042 -0.1 -0.2 -0.4
H 13.957221 4.771576 -14.932954 -0.3 -0.3 0.4
H 15.517197 5.139168 -15.391866 0.5 0.5 0.5
H 14.798490 3.908780 -12.664167 -0.3 0.3 0.3
H 14.980771 5.683775 -12.935840 0.1 -0.1 0.2
H 17.484433 5.020544 -13.581978 0.1 -0.1 -0.1
H 17.119220 3.421907 -12.870635 0.2 0.0 -0.4
H 17.577290 3.686601 -9.194072 -0.5 0.0 0.4
H 17.670587 2.714005 -10.598045 0.5 0.0 -0.3
H 15.255054 2.363232 -10.907425 0.6 -0.1 -0.3
H 14.813198 3.421931 -9.683913 0.3 0.5 0.3
H 16.126494 2.040903 -7.971972 0.5 0.4 -0.2
H 16.544561 0.969936 -9.334330 0.1 -0.3 0.2
H 13.700283 1.699155 -8.358512 -0.2 -0.3 -0.2
H 14.608778 0.255265 -7.797481 -0.2 0.2 0.1
H 14.260788 0.326475 -9.490884 -0.9 0.2 0.0
H 15.213421 6.143428 -10.923569 0.1 -0.1 -0.1
H 16.606423 7.189234 -11.122363 -0.1 0.4 0.1
H 17.254068 6.403405 -8.645380 0.6 0.8 -0.4
H 15.883013 5.566956 -8.609059 -0.7 -0.1 -0.2
H 14.407944 7.352075 -8.760617 -0.3 0.2 0.1
H 15.527206 8.539765 -9.289603 0.4 0.1 0.0
H 16.689758 8.286965 -6.933091 0.1 0.6 -0.4
H 15.543817 7.180720 -6.518679 -0.4 -0.4 -0.1
H 14.996906 8.790167 -6.714788 0.0 0.2 -0.5
H 19.652889 4.689238 -11.466116 0.1 -0.1 -0.1
H 19.260771 5.625519 -10.006741 0.1 -0.2 0.2
H 18.979039 7.732404 -11.295370 0.1 -0.1 0.2
H 19.163466 6.824779 -12.785914 -0.1 0.1 -0.2
H 21.320907 5.959775 -12.182345 0.0 -0.1 -0.1
H 21.452188 6.884956 -10.723677 -0.5 -0.2 0.4
H 21.158624 8.340343 -13.380288 -0.2 -0.1 0.0
H 22.664500 7.831227 -12.669348 0.1 0.3 0.2
H 21.541413 8.904628 -11.744458 0.4 0.3 -0.3
C 20.654222 -2.234989 -5.784904 -1.5 0.3 -0.2
C 21.194701 -2.898300 -7.046537 1.0 0.4 0.7
C 21.359999 -1.928724 -8.218571 -0.1 -0.4 -0.4
C 22.312571 -0.751077 -8.037278 -0.8 1.2 -0.5
P 21.978203 0.492626 -9.364426 0.9 0.7 0.8
C 20.375709 1.266589 -9.076901 -1.2 0.8 0.5
C 19.887373 1.590947 -7.644102 1.8 0.3 1.2
C 20.597238 2.807458 -6.911551 -1.0 -0.7 1.0
C 20.103643 2.973682 -5.369931 0.2 -0.3 -2.6
C 23.258004 1.828392 -9.225095 1.1 -0.9 0.7
C 22.997033 3.112334 -9.943815 -1.9 0.6 -0.8
C 24.137733 4.030216 -10.386992 0.1 -1.3 -0.4
C 25.027341 3.374666 -11.442360 0.8 1.0 -0.5
C 22.055094 -0.253488 -10.986505 0.0 0.0 -0.8
C 23.425987 -0.675770 -11.514401 -0.2 -0.1 -1.3
C 23.379975 -1.384428 -12.909897 0.5 -1.3 0.7
C 22.719463 -2.777015 -12.796130 -1.0 1.3 0.3
H 20.458752 -3.017978 -5.052218 0.1 0.3 0.2
H 19.700075 -1.767001 -6.027139 -0.6 -0.3 0.0
H 21.129676 -1.369903 -5.322649 1.0 -0.4 -0.1
H 20.541165 -3.727045 -7.318900 -0.1 0.2 -0.1
H 22.117825 -3.359350 -6.695285 0.4 -0.1 -0.7
H 20.359258 -1.561772 -8.446548 -0.3 0.5 0.3
H 21.586758 -2.398343 -9.175719 0.4 -0.6 0.2
H 23.382512 -0.945790 -7.963846 -0.1 -0.3 -0.1
H 22.008566 -0.144935 -7.183893 0.3 -0.2 0.5
H 19.579226 0.670006 -9.521663 0.3 -0.1 -0.5
H 20.365097 2.236524 -9.574104 0.2 -0.2 -0.8
H 20.105388 0.707638 -7.043835 -0.5 -0.1 0.4
H 18.811336 1.764696 -7.635817 0.0 -0.1 -0.2
H 20.406321 3.723281 -7.470950 -0.1 0.1 0.0
H 21.679079 2.675344 -6.895114 0.1 -0.1 -0.1
H 19.013931 2.997986 -5.376154 0.0 0.0 0.2
H 20.458110 3.927577 -4.979373 0.2 -0.3 0.2
H 20.441687 2.099267 -4.813853 0.0 0.3 0.2
H 24.128073 1.382689 -9.707212 0.3 -0.3 0.2
H 23.522897 1.993560 -8.180756 0.0 -0.3 0.2
H 22.292531 3.725998 -9.382390 -0.2 -0.1 0.2
H 22.426006 2.696317 -10.773854 -0.1 1.0 -0.9
H 24.665911 4.357179 -9.491325 0.4 -0.1 -0.1
H 23.797283 4.927413 -10.903953 -0.6 0.1 0.5
H 24.655621 3.512865 -12.457651 -0.8 -0.4 0.1
H 25.331506 2.333701 -11.332955 0.0 0.1 0.3
H 25.892331 4.029582 -11.547160 0.6 -0.4 0.4
H 21.729449 0.505316 -11.698030 -0.7 0.2 0.1
H 21.321789 -1.058698 -11.031288 -0.1 0.1 0.1
H 23.939769 -1.348345 -10.827538 0.4 0.4 0.1
H 23.915380 0.261407 -11.779534 0.8 -0.1 0.8
H 24.402377 -1.603597 -13.217740 0.2 0.6 0.0
H 22.915322 -0.762812 -13.675265 -0.1 0.0 0.1
H 22.957115 -3.197710 -11.819081 0.1 -0.3 -0.1
H 22.889963 -3.506088 -13.588268 0.2 0.3 0.0
H 21.662457 -2.511527 -12.777057 -0.4 -0.7 0.0
C 14.771545 -2.605203 -12.923710 -0.2 -0.9 -1.2
C 14.147500 -3.166010 -14.264977 0.8 1.2 1.2
C 15.145116 -3.635741 -15.324936 -0.9 -1.7 1.2
C 16.150890 -2.642441 -15.771157 0.0 1.1 -0.9
P 17.154763 -3.230283 -17.212591 0.0 0.6 1.1
C 16.134733 -3.940218 -18.543367 0.0 0.4 0.2
C 15.641820 -5.385377 -18.546634 -0.1 -1.5 1.2
C 15.114466 -5.875600 -19.891142 0.1 1.5 0.0
C 16.273888 -6.284526 -20.817948 -1.1 0.2 -1.1
C 18.115852 -1.760579 -17.844045 -1.3 0.3 0.2
C 17.201275 -0.519705 -18.203119 -0.7 -1.9 -0.4
C 18.036933 0.568208 -18.748487 1.0 1.6 0.0
C 17.343275 1.934818 -18.832891 -0.1 0.0 -0.5
C 18.109131 -4.632239 -16.567330 1.0 1.4 0.3
C 19.184578 -4.216000 -15.503086 1.3 -1.6 -0.3
C 20.113410 -5.427499 -15.004848 -1.2 -0.5 -0.4
C 21.015070 -6.027914 -16.085332 -0.4 0.7 -0.4
H 15.606245 -1.913339 -13.036426 -0.5 0.5 -0.1
H 15.230510 -3.436949 -12.389247 -0.3 -0.2 0.2
H 13.902917 -2.234635 -12.379414 0.5 0.3 0.4
H 13.509026 -2.398753 -14.702879 -0.1 0.0 0.0
H 13.513607 -3.958538 -13.867260 -0.1 -0.3 -0.7
H 14.546675 -3.999284 -16.160286 0.1 -0.1 -0.2
H 15.642490 -4.497276 -14.879428 0.1 -0.3 -0.2
H 16.784115 -2.258626 -14.971275 0.4 -0.3 0.0
H 15.576392 -1.760581 -16.054661 0.1 0.3 -0.5
H 16.812096 -3.772801 -19.380782 -0.3 0.1 -0.5
H 15.266487 -3.283674 -18.600017 0.0 0.2 -0.5
H 14.859754 -5.572942 -17.810904 -0.1 0.6 0.2
H 16.394076 -6.113523 -18.243304 0.5 0.3 0.1
H 14.573789 -4.995996 -20.240512 0.1 0.2 -0.8
H 14.260312 -6.545422 -19.791810 0.6 -0.7 0.2
H 17.253429 -6.305616 -20.340298 -0.2 -0.3 0.1
H 16.339543 -5.599459 -21.663209 0.2 0.4 0.1
H 16.036893 -7.198017 -21.363357 0.3 -0.4 0.5
H 18.731606 -2.037543 -18.699754 0.0 -0.2 0.0
H 18.755487 -1.381211 -17.047149 0.2 -0.4 0.2
H 16.578524 -0.263311 -17.346072 0.2 0.3 0.0
H 16.549629 -0.732624 -19.050537 -0.6 -0.6 0.3
H 18.281018 0.337258 -19.785401 0.4 -0.3 0.1
H 18.956000 0.587107 -18.162762 0.2 0.5 -0.1
H 17.947010 2.705656 -19.311865 0.5 -0.1 0.3
H 16.968285 2.344196 -17.894866 0.0 -0.2 0.1
H 16.532105 1.850138 -19.556031 -0.5 -0.1 0.3
H 18.605143 -5.022133 -17.456185 -0.1 -0.5 0.1
H 17.299208 -5.280009 -16.231880 0.3 -0.4 0.2
H 18.775864 -3.649895 -14.666080 -0.1 -0.2 0.0
H 19.950063 -3.610363 -15.988216 -0.4 0.6 -0.2
H 19.480188 -6.281133 -14.763094 -0.4 0.2 0.7
H 20.702855 -5.168427 -14.125334 -0.3 0.3 0.0
H 21.406795 -7.017515 -15.850084 0.1 0.2 0.4
H 21.818823 -5.337863 -16.342085 0.1 -0.2 -0.2
H 20.384108 -6.188419 -16.959529 0.2 0.0 -0.3
C 19.172179 1.022701 -13.044023 0.6 3.2 2.8
O 19.289740 -0.176398 -12.240198 -1.1 -0.5 -1.5
O 19.744384 2.031865 -12.294640 0.2 -1.0 -1.5
C 19.674943 0.828669 -14.519772 -0.7 0.4 1.9
F 20.165365 -0.385080 -14.657480 0.8 -1.4 -0.8
F 18.636253 0.941081 -15.364509 -0.9 -0.2 -0.7
F 20.545687 1.712642 -14.935396 1.0 0.5 -0.1
C 18.183114 -1.081976 -12.149956 0.4 1.1 0.4
C 18.714938 -2.181389 -11.266241 -0.3 -0.1 -0.1
H 19.652620 -2.586837 -11.646314 -0.4 -0.4 -0.6
H 19.063444 -1.818530 -10.299306 -0.7 0.3 0.2
H 17.925858 -2.925594 -11.158522 0.3 -0.3 0.3
H 17.635907 -1.409076 -13.034079 1.3 -0.7 -1.2
H 17.283155 -0.578182 -11.797301 0.1 0.6 1.4
H 18.154489 1.397235 -13.154136 -1.1 -1.1 -0.3
C 17.438928 -6.114850 -10.428476 -1.0 -2.1 -2.9
O 17.421199 -6.591749 -11.821574 -0.3 -0.1 1.8
O 16.777339 -7.172907 -9.721078 1.5 2.2 -0.8
C 18.922890 -5.776332 -10.189046 0.7 0.1 1.5
F 18.955277 -4.718221 -9.351477 -0.2 0.5 0.3
F 19.592995 -6.736756 -9.528612 -0.2 0.1 -1.2
F 19.589634 -5.346054 -11.289519 -0.5 -1.0 0.6
C 16.278682 -6.226576 -12.598624 0.7 0.5 -0.4
C 16.109717 -7.225777 -13.705223 -0.5 -0.4 0.1
H 15.167790 -7.008527 -14.208897 0.1 0.1 -0.3
H 16.944246 -7.184904 -14.405213 0.0 -0.1 0.0
H 16.011037 -8.240004 -13.318315 0.1 0.0 0.0
H 16.539733 -5.273647 -13.058941 0.0 0.4 0.0
H 15.356563 -6.038157 -12.048821 0.1 -0.5 0.5
H 16.909633 -5.162156 -10.445881 -0.4 0.0 0.8
```
Positions in Å, forces in eV/Å.

Properties
- <S²> = 0.75
- charge = +2
- 2S+1 = 2
- gap between HOMO and LUMO (spin up / spin down) (eV) = 8.0 / 5.5
- E_HOMO (spin up / spin down) (Ha) = -0.4109 / -0.4109
- DFT total energy (Ha) = -4129.27844